DFT (ωB97M-V/def2-TZVPD) results for a molecular structure, CCdF3NO4S2 in a non-equilibrium geometry.

Summary:
* 2S+1: 1
* total charge: 0

Atoms and positions in Å:
N  0.8649  0.8013  1.1556
S  2.4727  0.4624  0.8254
O  2.6780  1.2029  -0.5458
O  3.1679  -0.8613  0.6152
S  -0.4535  0.3852  0.3880
O  0.1485  -0.0575  -0.9346
O  -1.2857  0.9265  1.4952
Cd  1.8560  -0.0329  -1.8054
C  -2.0369  -0.5309  -0.2011
F  -2.4660  -1.3362  0.7611
F  -2.9874  0.3488  -0.4834
F  -1.9585  -1.3083  -1.2701

Cartesian forces, eV/Å:
N 1.92 -2.10 -0.20
S 2.36 1.63 1.31
O 1.33 1.56 0.92
O -2.51 0.32 -0.61
S -0.96 -0.20 3.43
O -2.86 0.17 -0.66
O -1.31 0.65 -1.76
Cd 2.29 -1.45 -2.92
C -1.05 -1.08 0.26
F -0.07 0.00 0.79
F 0.02 0.70 0.20
F 0.84 -0.20 -0.76

=====

DFT (ωB97M-V/def2-TZVPD) results for 2 unconnected molecules or ions with the total composition CCl2N2 in a non-equilibrium geometry.

Summary:
* 2S+1: 1
* total charge: 0
* relative energy (zero: lowest compared OMol25 entry of this formula, charge and spin): 4.5 kcal per mole

Atoms and positions in Å:
C  -1.1855  -0.0505  -0.5328
N  1.9892  0.3819  0.4925
N  2.6022  -0.1406  -0.2902
Cl  -1.7499  -1.4893  0.1128
Cl  -1.6560  1.2986  0.2177

Cartesian forces, eV/Å:
C 1.37 -1.20 -1.97
N 2.63 -2.24 -3.36
N -2.62 2.24 3.36
Cl -0.47 -0.39 0.62
Cl -0.91 1.60 1.36

=====

DFT (ωB97M-V/def2-TZVPD) results for 2 unconnected molecules or ions with the total composition CCl2NO2 in a non-equilibrium geometry.

Summary:
* 2S+1: 1
* total charge: -1
* relative energy (zero: lowest compared OMol25 entry of this formula, charge and spin): 10.2 kcal per mole

Atoms and positions in Å:
C  1.8127  -0.0286  -1.0123
N  -1.4603  0.5331  1.3668
O  1.5064  -0.7769  -1.8041
O  2.1914  0.7108  -0.2202
Cl  -0.9212  -1.0604  0.7994
Cl  -3.1291  0.6220  0.8703

Cartesian forces, eV/Å:
C 0.47 1.01 1.53
N 0.43 0.11 0.17
O -0.94 -2.03 -2.37
O 0.39 1.01 0.89
Cl 0.40 -0.35 -0.08
Cl -0.75 0.25 -0.14

=====

DFT (ωB97M-V/def2-TZVPD) results for 2 unconnected molecules or ions with the total composition CCl2O3S2 in a non-equilibrium geometry.

Summary:
* 2S+1: 1
* total charge: 0
* relative energy (zero: lowest compared OMol25 entry of this formula, charge and spin): 3.4 kcal per mole

Atoms and positions in Å:
C  1.2010  -1.2241  -1.1186
O  0.6098  -0.6679  -1.9493
O  1.9023  -1.6854  -0.3140
O  -1.8325  0.7808  2.3438
S  -0.8740  -1.5112  0.8978
S  -2.4067  -0.1339  1.3927
Cl  -3.6592  -1.3608  2.6670
Cl  -1.8191  -2.8332  -0.2450

Cartesian forces, eV/Å:
C 0.93 0.82 -0.35
O -0.18 -0.51 0.26
O -0.45 -0.28 -0.20
O 0.73 0.30 -0.18
S 0.34 0.24 0.90
S -1.45 -0.65 0.58
Cl 0.45 0.21 -0.76
Cl -0.37 -0.13 -0.25

=====

no.,highest occupied orbital energy (eV),DFT total energy (eV),gap between HOMO and LUMO (eV)
1,-9.18,-45096.1218,6.2
2,-9.17,-29059.8158,8.3
3,-2.27,-31666.5277,5.5
4,-10.25,-53894.6398,9.2